Computed, not measured: a molecular structure, C36H38N4O5S2Ti, with ωB97M-V/def2-TZVPD.

Structure (XYZ):
```
86
Properties=species:S:1:pos:R:3
Ti 2.464 -0.506 -0.064
C 2.002 -4.161 2.037
C 3.232 -3.520 1.505
N 3.290 -2.591 0.567
C 4.620 -2.338 0.346
C 5.383 -3.117 1.165
N 4.483 -3.858 1.884
C 6.838 -3.252 1.400
O 7.614 -2.487 0.668
O 7.243 -4.032 2.228
C 4.964 -1.317 -0.679
O 6.134 -1.046 -0.916
O 3.924 -0.805 -1.246
H 1.162 -3.479 1.932
H 2.132 -4.446 3.081
H 1.780 -5.058 1.457
H 4.763 -4.543 2.570
H 7.104 -1.919 0.025
S 0.615 1.328 0.249
C -0.845 0.510 -0.353
N -1.772 1.314 -1.019
C -2.789 0.549 -1.715
C -3.253 -0.621 -0.862
N -2.132 -1.521 -0.648
C -2.461 -2.569 0.315
C -3.584 -3.461 -0.139
C -4.539 -3.888 0.776
C -5.524 -4.792 0.404
C -5.569 -5.269 -0.897
C -4.633 -4.829 -1.824
C -3.644 -3.934 -1.446
C -0.924 -0.841 -0.347
S 0.500 -1.854 -0.135
C -2.159 2.616 -0.486
C -3.251 2.540 0.555
C -4.579 2.779 0.222
C -5.583 2.636 1.171
C -5.265 2.255 2.466
C -3.939 2.033 2.812
C -2.940 2.172 1.862
H -2.368 0.163 -2.649
H -3.628 1.198 -1.955
H -4.054 -1.175 -1.355
H -3.639 -0.228 0.092
H -2.712 -2.126 1.293
H -1.565 -3.175 0.446
H -4.504 -3.512 1.792
H -6.255 -5.122 1.131
H -6.330 -5.983 -1.186
H -4.674 -5.195 -2.842
H -2.903 -3.593 -2.159
H -2.481 3.229 -1.330
H -1.268 3.077 -0.059
H -4.834 3.091 -0.785
H -6.614 2.828 0.902
H -6.047 2.137 3.205
H -3.685 1.757 3.828
H -1.903 1.997 2.128
C 2.439 -0.119 3.374
C 2.625 -0.214 1.900
O 3.695 0.157 1.372
H 3.402 -0.048 3.879
H 1.851 -0.954 3.751
H 1.868 0.795 3.560
C 3.788 2.544 -0.591
C 2.607 2.347 -1.553
C 3.199 2.030 -2.933
C 1.751 1.090 -1.172
C 1.733 3.603 -1.611
C 0.907 3.846 -2.707
C 0.048 4.935 -2.738
C -0.006 5.817 -1.670
C 0.816 5.596 -0.575
C 1.673 4.504 -0.548
H 4.492 1.721 -0.704
H 3.471 2.583 0.450
H 4.317 3.470 -0.823
H 3.811 1.131 -2.858
H 3.830 2.851 -3.278
H 2.428 1.847 -3.681
H 1.102 0.832 -2.012
H 0.928 3.182 -3.561
H -0.588 5.100 -3.599
H -0.682 6.662 -1.684
H 0.798 6.279 0.266
H 2.294 4.366 0.326
```

Output
- E (eV) = -98935.6432
- Kohn-Sham gap (eV) = 6.713
- energy above the lowest of the compared OMol25 structures with the same formula, charge and spin (kJ/mol) = 287.4
- HOMO level (eV) = -6.98
- E_LUMO (eV) = -0.268